No. 1
Molecular formula: C4H7NO
Method: DFT, wB97M-V/def2-TZVPD

Each line ends with the Mulliken charge.
Element x y z (Å)
C (1.41938, -0.47316, 0.66057)  -1.043
C (0.67380, 0.83526, -0.25020)  0.431
O (0.82347, 1.98043, 0.05912)  -0.510
C (-0.48833, 0.10049, -0.94073)  0.295
C (-1.01752, -0.44217, 0.28586)  -0.768
N (-1.71050, 0.62287, -1.33484)  -0.731
H (1.85207, -1.10959, -0.11405)  0.318
H (1.03798, -1.15418, 1.45251)  0.358
H (2.18252, 0.12637, 1.14998)  0.329
H (-0.13437, -0.68383, -1.60545)  0.388
H (-1.31548, 0.20698, 1.09605)  0.330
H (-1.42645, -1.43711, 0.26957)  0.332
H (-1.89657, 1.42764, -0.72838)  0.271

Atomic forces in eV per Å
0.89 1.66 -0.96
-0.09 -1.50 2.03
0.04 -0.78 -0.66
2.41 0.74 -0.72
-3.37 0.05 -1.10
-0.27 -0.86 2.04
0.23 0.02 0.15
-0.67 0.80 -0.64
0.46 -0.26 -0.02
0.22 0.06 -0.06
0.31 0.09 0.09
-0.17 -0.20 0.12
0.00 0.18 -0.27

E_tot (Eh): -286.43613
HOMO level (alpha / beta) (eV): -9.42 / -9.42
Energy above the lowest of the compared OMol25 structures with the same formula, charge and spin (eV): 5.3204

No. 2
Molecular formula: C2HCl5NOP
Method: DFT, wB97M-V/def2-TZVPD

Each line ends with the Mulliken charge.
Element x y z (Å)
C (0.84990, -0.88782, 0.51139)  0.272
C (1.51694, 0.39638, -0.10298)  0.080
N (-1.04845, 0.28491, -1.79182)  -0.290
O (1.11672, -1.99606, 0.21427)  -0.418
P (-1.71902, 0.21263, -0.50140)  0.606
Cl (0.66111, 1.87495, 0.21459)  -0.054
Cl (1.69295, -0.09144, -1.75430)  -0.063
Cl (-0.17464, -0.62230, 1.90256)  -0.115
Cl (-2.84068, -1.27426, 0.09593)  -0.143
Cl (-2.49924, 1.71481, 0.73261)  -0.214
H (2.44441, 0.38819, 0.47915)  0.339

Atomic forces in eV per Å
0.03 0.18 0.72
-0.38 -2.06 1.03
1.66 0.50 -7.86
0.14 0.02 -0.44
-1.27 0.61 8.28
0.41 0.42 -0.29
1.30 0.76 -0.86
0.13 0.14 1.10
-1.54 -1.67 -0.57
-0.70 0.66 -0.50
0.22 0.43 -0.61

2S+1: 3
E_tot (Eh): -2848.96942
HOMO level (alpha / beta) (eV): -7.72 / -10.57

No. 3
Molecular formula: C21H15FN2O4
Method: DFT, wB97M-V/def2-TZVPD

Each line ends with the Mulliken charge.
Element x y z (Å)
O (-2.46832, 4.71547, -0.61746)  -0.605
C (-2.52332, 3.54531, -0.91074)  0.291
O (-2.92453, 3.13352, -2.11914)  -0.432
H (-3.14297, 3.89732, -2.67526)  0.352
C (-2.15775, 2.43738, 0.00010)  0.393
C (-1.99484, 1.14263, -0.47999)  -0.532
C (-1.59456, 0.13849, 0.39377)  0.119
C (-1.40701, 0.43124, 1.74571)  -0.387
C (-1.58853, 1.71832, 2.21541)  -0.711
C (-1.94921, 2.72997, 1.34578)  -0.649
H (-2.07661, 3.74601, 1.68482)  0.490
H (-1.43190, 1.93183, 3.26174)  0.441
H (-1.08956, -0.35306, 2.41762)  0.406
N (-1.28051, -1.15219, -0.03740)  -0.138
C (-1.14533, -1.59593, -1.32390)  0.333
O (-1.65490, -1.09294, -2.29805)  -0.640
C (-0.23501, -2.78921, -1.40862)  0.662
C (-0.68979, -4.02575, -1.84178)  -0.690
C (0.18582, -5.09325, -1.94159)  -0.605
C (1.52331, -4.92655, -1.62516)  -0.603
C (1.99360, -3.68998, -1.21609)  -0.410
C (1.11996, -2.62063, -1.10989)  0.110
N (1.59898, -1.33853, -0.70277)  -0.021
C (1.49706, -0.93617, 0.58431)  0.408
O (1.18531, -1.70510, 1.47884)  -0.669
C (1.73393, 0.50946, 0.87550)  0.191
C (1.45236, 1.55288, -0.00130)  0.508
C (1.53230, 2.87765, 0.38296)  -0.436
C (1.92087, 3.18400, 1.67446)  -0.359
C (2.21961, 2.16731, 2.56759)  -0.735
C (2.11333, 0.84846, 2.17342)  -0.523
H (2.30987, 0.04248, 2.86410)  0.464
H (2.52151, 2.40424, 3.57598)  0.420
H (1.98236, 4.21628, 1.98161)  0.423
H (1.27969, 3.64707, -0.32897)  0.462
F (1.06588, 1.29253, -1.27216)  -0.473
H (1.80093, -0.67571, -1.43572)  0.236
H (3.03559, -3.54690, -0.97400)  0.475
H (2.20567, -5.75952, -1.70084)  0.393
H (-0.17674, -6.05606, -2.26797)  0.401
H (-1.73331, -4.14267, -2.09181)  0.489
H (-0.86889, -1.73799, 0.68194)  0.397
H (-2.14432, 0.92827, -1.52504)  0.754

Atomic forces in eV per Å
0.00 -0.06 0.04
-0.02 0.63 0.02
-0.13 -0.40 -0.43
0.11 0.05 0.31
0.10 -0.28 0.33
-0.04 0.10 -0.09
-0.15 0.40 0.04
-0.10 -0.03 -0.12
-0.02 -0.04 -0.04
-0.09 0.14 -0.24
-0.01 0.09 0.03
0.02 0.02 0.09
0.06 -0.09 0.07
-0.12 -0.33 0.23
0.07 -0.26 0.32
-0.06 0.13 -0.20
0.28 -0.02 -0.16
-0.03 0.12 0.04
-0.03 -0.02 0.01
0.04 0.00 -0.02
-0.07 0.06 0.00
-0.15 -0.29 0.07
0.13 -0.10 -0.39
0.11 0.12 -0.02
0.00 -0.10 0.14
-0.05 0.22 -0.03
0.13 0.00 0.19
-0.03 -0.06 -0.12
-0.02 -0.08 -0.09
0.04 -0.04 0.10
0.02 -0.01 -0.11
-0.02 -0.07 0.05
0.03 0.02 0.09
0.00 0.11 0.02
-0.05 0.07 -0.09
0.05 0.01 0.07
-0.05 0.10 0.20
0.09 0.04 0.03
0.05 -0.07 -0.01
-0.03 -0.08 -0.02
-0.10 -0.02 -0.05
0.05 0.06 -0.23
-0.02 -0.03 0.01

E_tot (Eh): -1319.67620
HOMO level (eV): -8.61
Structure (SMILES): O=C(O)c1cccc(NC(=O)c2ccccc2NC(=O)c2ccccc2F)c1

No. 4
Molecular formula: CH4OS2
Method: DFT, wB97M-V/def2-TZVPD

Each line ends with the Mulliken charge.
Element x y z (Å)
C (0.16006, -0.63791, 0.40673)  -0.459
O (1.92367, 1.33247, 0.36777)  -0.483
S (-1.35890, -1.40865, 1.13267)  -0.169
S (0.50637, 0.98685, 1.15807)  0.091
H (1.06554, -1.13093, 0.74272)  0.238
H (-0.00218, -0.51386, -0.69069)  0.342
H (2.71297, 0.74307, 0.66221)  0.341
H (-2.08921, -0.46014, 1.49697)  0.099

Atomic forces in eV per Å
-0.98 1.40 -0.11
1.82 -1.28 0.31
2.41 -2.89 -0.85
-0.11 -0.05 0.03
-0.33 -1.02 -0.53
0.55 -0.33 0.93
-2.11 1.41 -0.36
-1.26 2.75 0.59

E_tot (Eh): -912.05910
HOMO level (eV): -8.98
Energy above the lowest of the compared OMol25 structures with the same formula, charge and spin (eV): 0.8828
Structure (SMILES): OSCS

What did the fourth record say?
Molecular formula: CH4OS2
Method: DFT, wB97M-V/def2-TZVPD

Each line ends with the Mulliken charge.
Element x y z (Å)
C (0.16006, -0.63791, 0.40673)  -0.459
O (1.92367, 1.33247, 0.36777)  -0.483
S (-1.35890, -1.40865, 1.13267)  -0.169
S (0.50637, 0.98685, 1.15807)  0.091
H (1.06554, -1.13093, 0.74272)  0.238
H (-0.00218, -0.51386, -0.69069)  0.342
H (2.71297, 0.74307, 0.66221)  0.341
H (-2.08921, -0.46014, 1.49697)  0.099

Atomic forces in eV per Å
-0.98 1.40 -0.11
1.82 -1.28 0.31
2.41 -2.89 -0.85
-0.11 -0.05 0.03
-0.33 -1.02 -0.53
0.55 -0.33 0.93
-2.11 1.41 -0.36
-1.26 2.75 0.59

E_tot (Eh): -912.05910
HOMO level (eV): -8.98
Energy above the lowest of the compared OMol25 structures with the same formula, charge and spin (eV): 0.8828
Structure (SMILES): OSCS